(1)
Below is a molecular structure, C2H15O14V at a distorted geometry, with properties calculated with wB97M-V/def2-TZVPD.

```
32
Properties=species:S:1:pos:R:3:forces:R:3
O -0.621 2.454 2.210 0.594 -0.872 -1.100
V -0.002 1.832 0.815 -1.519 2.828 3.449
C -0.108 -0.684 0.888 -0.362 0.584 0.112
O -0.403 0.061 1.837 -0.988 -2.128 2.675
O -0.359 -2.029 0.814 0.308 0.737 -0.273
O 0.389 -0.076 -0.059 1.151 -1.509 -2.380
H -0.813 -2.369 1.593 0.140 0.349 0.317
C 0.386 3.604 -0.793 -2.712 -0.156 -4.756
O 0.507 2.236 -1.005 0.521 1.228 0.193
O 0.236 3.816 0.475 1.001 1.001 -1.676
O 0.127 4.304 -1.869 1.582 -1.224 4.372
O -0.085 -1.730 -2.245 0.274 -0.334 -2.709
H -0.496 -1.799 -1.422 -0.622 -0.164 1.953
H 0.818 -1.439 -2.104 0.107 -0.010 0.255
O -3.086 -0.299 1.949 -2.341 0.553 0.848
H -3.218 -1.062 1.422 -0.014 -0.968 -0.752
H -2.168 -0.124 2.018 1.914 0.381 0.117
O 2.382 -0.425 -2.169 -0.083 -0.196 0.496
H 1.688 0.258 -2.154 0.435 0.322 -0.238
H 2.925 -0.428 -2.956 -0.309 0.475 -0.278
O 2.896 -1.854 0.122 0.053 -0.667 1.384
H 2.020 -1.818 0.528 0.274 -0.203 -0.182
H 2.800 -1.298 -0.639 -0.125 0.699 -1.006
O -1.618 -4.216 -0.622 1.346 -1.067 0.549
H -2.133 -3.468 -0.348 -0.784 0.130 -0.715
H -1.919 -4.766 -1.352 -0.616 0.862 0.155
O -2.089 1.858 0.297 0.440 -1.229 -4.183
H -2.435 1.657 -0.649 0.728 0.735 2.617
H -2.764 2.135 0.888 -0.828 0.297 0.749
O 1.951 1.941 1.538 1.966 -2.032 0.554
H 2.538 1.147 1.609 -1.247 0.248 -0.092
H 2.640 2.578 1.384 -0.284 1.335 -0.452
```
Forces are in eV/Å.

Spin multiplicity: 2
Gap between HOMO and LUMO (spin up / spin down), hartree: 0.2567 / 0.2607
LUMO energy (spin up / spin down), eV: 2.24 / 2.25
E, eV: -56674.2964
Total charge: -1
Energy relative to the best compared isomer or geometry (same formula, charge and spin), eV: 0.000

The Löwdin scheme yields these atomic charges, measured in e: number 1, O, carries -0.392; number 2, V, carries 0.962; number 3, C, carries -0.744; number 4, O, carries -0.058; number 5, O, carries 0.118; number 6, O, carries -0.025; number 7, H, carries 0.129; number 8, C, carries -0.733; number 9, O, carries -0.236; number 10, O, carries -0.122; number 11, O, carries -0.094; number 12, O, carries -0.038; number 13, H, carries -0.044; number 14, H, carries -0.018; number 15, O, carries -0.021; number 16, H, carries 0.005; number 17, H, carries -0.035; number 18, O, carries -0.048; number 19, H, carries 0.066; number 20, H, carries 0.070; number 21, O, carries -0.055; number 22, H, carries 0.005; number 23, H, carries -0.036; number 24, O, carries -0.048; number 25, H, carries 0.009; number 26, H, carries 0.045; number 27, O, carries -0.059; number 28, H, carries 0.160; number 29, H, carries 0.063; number 30, O, carries -0.030; number 31, H, carries 0.119; number 32, H, carries 0.090

---

(2)
Below is 5 unconnected molecules or ions with the total composition C2H16N2O4 at a distorted geometry, with properties calculated with wB97M-V/def2-TZVPD.

```
24
Properties=species:S:1:pos:R:3:forces:R:3
N 0.888 0.046 1.147 0.779 -1.656 -0.075
C 1.527 1.112 0.360 -0.426 0.220 0.835
C 0.859 1.511 -0.951 -0.806 1.070 0.186
N 1.414 0.986 -2.193 0.558 -0.754 0.700
H 1.378 -0.826 0.947 0.346 0.212 0.231
H -0.038 -0.264 0.885 -0.348 1.121 -0.336
H 2.587 0.862 0.307 0.038 0.002 -0.429
H 1.491 1.980 1.024 0.034 0.226 -0.267
H -0.199 1.259 -0.843 0.258 -0.368 -0.354
H 0.806 2.612 -0.977 0.341 -0.025 -0.033
H 0.770 0.984 -2.968 -0.042 0.171 0.041
H 2.259 1.491 -2.424 -0.131 -0.011 -0.290
O 2.210 -1.728 -0.944 0.050 -0.244 0.825
H 2.092 -0.840 -1.312 -0.107 -0.136 -0.750
H 2.406 -2.374 -1.625 -0.016 0.369 -0.295
O -2.598 -1.853 0.902 0.575 -0.562 0.199
H -1.709 -1.478 0.867 -0.191 0.508 -0.176
H -2.380 -2.645 1.413 -0.568 -0.141 -0.076
O -2.153 0.422 -1.057 0.313 0.378 -0.275
H -2.512 0.428 -0.165 -0.301 -0.360 -0.105
H -2.522 -0.307 -1.565 -0.222 -0.086 0.476
O -1.504 0.146 2.612 -0.064 -0.067 0.500
H -0.691 0.261 3.120 0.214 0.124 -0.397
H -2.066 -0.354 3.212 -0.283 0.010 -0.135
```
Forces are in eV/Å.

Gap between HOMO and LUMO, hartree: 0.3486
LUMO energy, eV: 0.63
E, eV: -13503.3787
Energy relative to the best compared isomer or geometry (same formula, charge and spin), eV: 1.553

The Löwdin scheme yields these atomic charges, measured in e: number 1, N, carries -0.008; number 2, C, carries -0.266; number 3, C, carries -0.278; number 4, N, carries -0.004; number 5, H, carries 0.044; number 6, H, carries 0.024; number 7, H, carries 0.110; number 8, H, carries 0.096; number 9, H, carries 0.076; number 10, H, carries 0.104; number 11, H, carries 0.072; number 12, H, carries 0.075; number 13, O, carries -0.077; number 14, H, carries -0.012; number 15, H, carries 0.032; number 16, O, carries -0.066; number 17, H, carries 0.001; number 18, H, carries 0.047; number 19, O, carries -0.053; number 20, H, carries 0.030; number 21, H, carries 0.048; number 22, O, carries -0.077; number 23, H, carries 0.039; number 24, H, carries 0.041

---

(3)
Below is 6 unconnected molecules or ions with the total composition C2H16O5, with properties calculated with wB97M-V/def2-TZVPD.

```
23
Properties=species:S:1:pos:R:3:forces:R:3
C 1.196 -1.482 0.085 -0.424 0.442 0.310
C 0.867 -0.828 1.433 0.638 0.116 0.056
H 0.232 -1.837 -0.279 0.270 -0.315 -0.335
H 1.573 -0.750 -0.634 0.006 -0.008 -0.006
H 1.911 -2.301 0.149 -0.110 -0.037 0.096
H 0.104 -0.063 1.276 -0.106 -0.073 0.160
H 1.710 -0.327 1.917 0.144 0.027 -0.213
H 0.522 -1.572 2.147 -0.189 0.054 -0.096
O 3.104 1.897 -0.917 0.349 -0.235 -0.210
H 3.301 1.149 -0.344 -0.267 0.005 0.206
H 3.768 1.804 -1.607 0.048 0.153 -0.126
O -1.369 -2.797 1.709 0.226 -0.064 0.526
H -1.840 -3.426 1.161 -0.183 0.104 -0.160
H -1.602 -1.916 1.372 -0.029 -0.605 -0.406
O 0.498 2.809 -1.255 0.375 -0.113 -0.431
H 0.404 3.619 -1.763 -0.188 0.056 0.083
H 1.355 2.443 -1.550 -0.224 0.078 0.569
O -2.698 -0.823 0.311 0.153 -0.125 0.024
H -2.261 -0.077 -0.156 -0.344 -0.209 0.083
H -2.834 -0.591 1.232 -0.253 0.467 -0.028
O -1.659 1.009 -1.322 -0.105 -0.109 0.547
H -1.672 1.085 -2.275 0.178 0.071 -0.092
H -0.869 1.460 -0.988 0.036 0.321 -0.558
```
Forces are in eV/Å.

Gap between HOMO and LUMO, hartree: 0.4013
LUMO energy, eV: 0.28
E, eV: -12571.2629
Energy relative to the best compared isomer or geometry (same formula, charge and spin), eV: 0.145

The Löwdin scheme yields these atomic charges, measured in e: number 1, C, carries -0.154; number 2, C, carries -0.173; number 3, H, carries 0.055; number 4, H, carries 0.044; number 5, H, carries 0.065; number 6, H, carries 0.056; number 7, H, carries 0.057; number 8, H, carries 0.049; number 9, O, carries -0.043; number 10, H, carries 0.050; number 11, H, carries 0.056; number 12, O, carries -0.080; number 13, H, carries 0.039; number 14, H, carries -0.021; number 15, O, carries -0.063; number 16, H, carries 0.052; number 17, H, carries 0.019; number 18, O, carries -0.076; number 19, H, carries -0.004; number 20, H, carries 0.044; number 21, O, carries -0.049; number 22, H, carries 0.058; number 23, H, carries 0.019

---

(4)
Below is 6 unconnected molecules or ions with the total composition C2H16O5S at a distorted geometry, with properties calculated with wB97M-V/def2-TZVPD.

```
24
Properties=species:S:1:pos:R:3:forces:R:3
C 1.966 0.205 1.602 -1.697 0.554 -0.486
C 0.758 -0.408 0.786 3.657 -2.020 -0.517
S -0.567 -0.849 1.936 -0.109 -0.823 -0.447
H 1.545 1.140 1.974 0.480 0.312 0.106
H 2.093 -0.427 2.469 0.641 -0.250 0.126
H 2.889 0.414 1.027 -0.661 -0.390 0.261
H 1.313 -1.388 0.291 -2.093 2.044 1.156
H 0.458 0.249 -0.018 -0.316 -0.103 0.100
H -0.320 0.034 2.883 0.255 0.533 0.329
O -0.595 -2.267 -1.562 1.476 -1.773 0.441
H -0.515 -2.336 -0.610 0.849 -0.672 0.510
H -1.325 -1.711 -1.504 -2.556 2.208 -0.802
O 0.653 1.591 -1.571 -0.157 0.570 -0.466
H 0.186 2.215 -2.141 0.052 -0.084 0.117
H 0.782 0.795 -2.140 0.021 0.230 0.435
O -2.321 -0.050 -0.422 -1.057 -0.022 3.998
H -3.261 -0.188 -0.175 0.116 -0.011 -1.365
H -2.120 0.008 0.624 0.846 -0.030 -3.070
O 1.098 -0.654 -2.746 -0.234 1.306 0.692
H 0.786 -1.478 -2.430 -1.453 -1.278 1.387
H 1.602 -0.946 -3.451 1.909 -0.176 -2.526
O -0.205 2.910 0.952 -0.068 0.341 -0.586
H 0.111 2.465 0.154 0.288 -0.687 0.058
H -0.533 3.710 0.524 -0.187 0.223 0.549
```
Forces are in eV/Å.

Gap between HOMO and LUMO, hartree: 0.3631
LUMO energy, eV: 0.54
E, eV: -23405.5477
Energy relative to the best compared isomer or geometry (same formula, charge and spin), eV: 1.438

The Löwdin scheme yields these atomic charges, measured in e: number 1, C, carries -0.165; number 2, C, carries -0.600; number 3, S, carries 0.756; number 4, H, carries 0.046; number 5, H, carries 0.047; number 6, H, carries 0.085; number 7, H, carries 0.128; number 8, H, carries 0.006; number 9, H, carries -0.126; number 10, O, carries -0.022; number 11, H, carries 0.024; number 12, H, carries -0.009; number 13, O, carries -0.094; number 14, H, carries 0.055; number 15, H, carries -0.006; number 16, O, carries -0.169; number 17, H, carries 0.043; number 18, H, carries 0.005; number 19, O, carries 0.002; number 20, H, carries 0.003; number 21, H, carries 0.034; number 22, O, carries -0.067; number 23, H, carries -0.013; number 24, H, carries 0.037

---

(5)
Below is a single C2H16Si5 molecule at a distorted geometry, with properties calculated with wB97M-V/def2-TZVPD.

```
23
Properties=species:S:1:pos:R:3:forces:R:3
C -3.109 0.873 -0.973 0.317 -0.176 0.090
Si -1.716 0.429 0.253 -0.858 0.352 -0.486
Si -1.454 -1.883 0.280 0.158 -0.151 -0.012
Si 0.248 1.597 -0.277 1.639 -0.923 0.835
C 0.960 2.351 1.326 -0.258 -0.181 -0.207
Si 2.024 -0.120 -0.966 -1.422 1.213 -0.451
Si 3.823 -0.569 0.402 0.285 0.024 0.351
H -2.803 0.668 -1.994 0.057 -0.048 -0.190
H -4.010 0.297 -0.780 -0.091 -0.126 0.094
H -3.378 1.924 -0.917 0.061 0.172 0.082
H -2.254 0.850 1.571 0.260 0.022 0.171
H -0.176 -2.267 0.887 0.326 -0.013 0.149
H -2.483 -2.619 1.023 -0.316 0.081 0.203
H -1.475 -2.451 -1.073 0.036 0.043 -0.320
H 0.103 2.712 -1.230 -0.134 -0.106 -0.313
H 1.172 1.565 2.047 0.017 -0.139 0.080
H 1.889 2.884 1.147 0.151 0.064 -0.136
H 0.269 3.043 1.799 -0.156 0.109 0.010
H 2.565 0.363 -2.254 0.186 0.074 -0.091
H 1.282 -1.328 -1.360 -0.060 -0.317 0.126
H 4.389 -1.917 0.259 -0.083 -0.233 -0.191
H 3.481 -0.418 1.817 -0.163 0.049 0.327
H 4.923 0.369 0.133 0.051 0.210 -0.121
```
Forces are in eV/Å.

Gap between HOMO and LUMO, hartree: 0.3512
LUMO energy, eV: 0.34
E, eV: -41719.8305
Energy relative to the best compared isomer or geometry (same formula, charge and spin), eV: 0.000

The Löwdin scheme yields these atomic charges, measured in e: number 1, C, carries -0.332; number 2, Si, carries 0.281; number 3, Si, carries 0.428; number 4, Si, carries 0.373; number 5, C, carries -0.350; number 6, Si, carries 0.306; number 7, Si, carries 0.392; number 8, H, carries 0.016; number 9, H, carries 0.014; number 10, H, carries 0.015; number 11, H, carries -0.070; number 12, H, carries -0.126; number 13, H, carries -0.127; number 14, H, carries -0.114; number 15, H, carries -0.081; number 16, H, carries 0.011; number 17, H, carries 0.014; number 18, H, carries 0.012; number 19, H, carries -0.138; number 20, H, carries -0.143; number 21, H, carries -0.127; number 22, H, carries -0.131; number 23, H, carries -0.123

---

(6)
Below is 5 unconnected molecules or ions with the total composition C2H17N2O4 at a distorted geometry, with properties calculated with wB97M-V/def2-TZVPD.

```
25
Properties=species:S:1:pos:R:3:forces:R:3
N 0.843 -1.079 0.670 0.205 1.195 -2.283
C 1.512 -0.061 -0.212 -0.572 3.611 0.433
C 0.533 0.840 -1.035 0.544 -1.897 -1.333
N 1.299 1.426 -2.106 0.114 0.434 1.033
H 0.337 -0.584 1.406 -0.246 -0.441 0.867
H 0.211 -1.682 0.117 0.200 0.146 -0.047
H 1.583 -1.660 0.968 0.668 -0.961 1.226
H 1.937 0.776 0.388 0.141 -1.243 0.516
H 2.357 -0.323 -0.825 -0.111 -1.286 -0.193
H -0.319 0.230 -1.357 0.097 0.193 -0.153
H 0.139 1.643 -0.465 -0.423 0.521 0.796
H 1.608 0.869 -2.864 -0.049 -0.412 -0.597
H 1.142 2.391 -2.316 -0.146 0.017 -0.164
H 0.264 -2.859 -2.186 -0.149 -0.180 -0.646
H -0.208 -3.864 -1.091 -0.173 -0.359 -0.293
O 0.291 -3.066 -1.258 0.230 0.554 0.968
H -2.480 -0.399 -1.305 -0.194 0.268 -0.034
H -2.960 0.748 -2.190 -0.056 0.053 0.050
O -2.462 0.566 -1.385 -0.155 -0.348 -0.060
H -1.380 -1.038 3.195 0.532 0.799 0.153
H -0.548 0.304 3.421 -0.786 0.318 0.263
O -0.531 -0.578 3.056 0.160 -1.160 -0.517
H -0.270 2.384 2.708 0.476 1.156 -0.417
H -1.705 2.811 2.066 0.533 0.544 -0.161
O -1.193 2.208 2.600 -0.838 -1.521 0.595
```
Forces are in eV/Å.

Gap between HOMO and LUMO, hartree: 0.3445
LUMO energy, eV: -2.93
E, eV: -13513.5509
Total charge: +1
Energy relative to the best compared isomer or geometry (same formula, charge and spin), eV: 1.147

The Löwdin scheme yields these atomic charges, measured in e: number 1, N, carries 0.194; number 2, C, carries -0.132; number 3, C, carries -0.269; number 4, N, carries 0.020; number 5, H, carries 0.103; number 6, H, carries 0.118; number 7, H, carries 0.145; number 8, H, carries 0.135; number 9, H, carries 0.118; number 10, H, carries 0.074; number 11, H, carries 0.101; number 12, H, carries 0.067; number 13, H, carries 0.078; number 14, H, carries 0.057; number 15, H, carries 0.065; number 16, O, carries -0.022; number 17, H, carries 0.040; number 18, H, carries 0.055; number 19, O, carries -0.059; number 20, H, carries 0.086; number 21, H, carries 0.023; number 22, O, carries -0.048; number 23, H, carries 0.031; number 24, H, carries 0.053; number 25, O, carries -0.034